No. 1
Computed, not measured: a molecular structure, C22H21N6O2RuSSe2Te, with the ωB97M-V functional and the def2-TZVPD basis.

CARTESIAN COORDINATES (ANGSTROEM)
Ru: -0.082104 0.161970 0.135784
O: -2.024854 3.392768 -1.436237
C: -1.344914 2.397564 -1.245159
N: -1.258320 1.744605 0.040569
C: -1.840881 2.207677 1.183386
O: -2.630422 3.111732 1.338968
C: -1.378357 1.418261 2.404612
C: -1.886117 1.705802 3.655582
C: -1.428731 0.973964 4.739400
C: -0.472658 -0.009960 4.538894
C: -0.009890 -0.241321 3.259086
N: -0.459560 0.459585 2.211427
C: -0.537650 1.724257 -2.218536
C: -0.465278 2.168027 -3.556091
C: 0.311901 1.516977 -4.462104
C: 1.040261 0.354407 -4.045532
C: 0.945822 -0.041934 -2.749384
N: 0.208981 0.611783 -1.819365
H: -2.631739 2.483772 3.735727
H: -1.823100 1.158233 5.729436
H: -0.114082 -0.622722 5.352580
H: 0.704743 -1.026536 3.048126
H: -1.052394 3.038376 -3.817339
H: 0.369347 1.858187 -5.486477
H: 1.635965 -0.219645 -4.739868
H: 1.435183 -0.940557 -2.402682
C: 3.374963 -1.497100 -0.762105
Se: 2.270041 -0.955866 0.735708
C: 3.423039 0.468541 1.392575
C: 3.531780 1.683721 0.493003
Se: 1.854184 2.620178 0.233258
C: 1.616227 3.272703 2.046214
H: 4.331869 -1.828789 -0.366128
H: 3.505082 -0.685403 -1.471951
H: 2.872788 -2.333036 -1.243448
H: 4.400733 0.015701 1.568012
H: 3.012767 0.732631 2.368211
H: 3.867348 1.412413 -0.508391
H: 4.265116 2.383854 0.896532
H: 2.464401 3.888909 2.335732
H: 1.477579 2.456560 2.752534
H: 0.716963 3.886147 2.031768
N: -0.463363 -2.107036 0.451955
C: -0.744729 -2.680825 1.442295
N: -1.004333 -3.387986 2.461422
C: -1.805098 -3.007349 3.435948
N: -2.476098 -2.729176 4.337564
Te: -3.027050 -0.951348 -0.979539
C: -2.765801 -2.462198 -2.334511
C: -3.714405 -3.372828 -2.741594
C: -3.216203 -4.295486 -3.689763
C: -1.899969 -4.074383 -3.986035
S: -1.266020 -2.755998 -3.115428
H: -4.728161 -3.367238 -2.369276
H: -3.802256 -5.085914 -4.134503
H: -1.282549 -4.628673 -4.674860

Force components x, y, z for each atom (eV/Å):
Ru -0.308 -0.096 0.015
O 0.022 0.050 -0.099
C -0.112 -0.064 0.278
N 0.159 0.010 -0.229
C -0.030 -0.123 0.266
O 0.036 0.055 -0.054
C -0.034 0.118 -0.165
C 0.042 -0.067 0.039
C -0.039 0.048 -0.027
C 0.036 -0.067 0.012
C -0.071 0.041 0.009
N 0.016 -0.051 -0.088
C 0.077 -0.012 -0.109
C -0.066 0.060 0.052
C 0.049 -0.078 -0.011
C -0.028 0.048 -0.030
C -0.032 -0.042 0.061
N -0.035 -0.008 -0.015
H -0.001 0.005 -0.003
H 0.007 -0.011 0.007
H -0.004 0.003 0.004
H 0.009 0.001 0.021
H 0.001 0.000 0.008
H 0.000 0.002 -0.003
H 0.005 -0.001 -0.001
H 0.037 -0.013 0.006
C 0.022 -0.009 -0.010
Se 0.229 -0.073 0.108
C 0.048 -0.003 0.052
C 0.098 -0.034 -0.001
Se -0.048 0.006 -0.003
C -0.013 0.028 0.026
H 0.006 0.001 -0.022
H -0.002 0.003 -0.006
H -0.007 -0.001 0.011
H 0.002 0.012 -0.021
H -0.005 0.012 -0.008
H -0.008 -0.004 0.004
H -0.029 0.018 0.012
H 0.000 -0.001 -0.010
H 0.005 -0.009 -0.007
H -0.003 -0.002 -0.003
N 0.131 0.269 0.014
C -0.225 0.019 -0.207
N 0.291 -0.206 0.049
C -0.157 0.083 0.054
N 0.032 0.043 0.014
Te -0.176 0.129 0.056
C 0.003 -0.061 0.046
C 0.047 -0.019 -0.073
C -0.001 0.020 0.015
C -0.013 -0.033 -0.001
S 0.039 0.000 -0.046
H -0.003 0.011 0.009
H -0.005 -0.004 0.001
H 0.007 0.000 0.002

Values from the calculation:
⟨S²⟩ ... 8.79
Spin multiplicity ... 6
HOMO-LUMO gap (alpha / beta) ... 0.187 / 0.220 Ha
Electronic energy ... -187590.1841 eV
Energy above the lowest of the compared OMol25 structures with the same formula, charge and spin ... 0.0000 eV
Molecular weight ... 820.11 g mol⁻¹
LUMO energy (alpha / beta) ... -0.45 / -1.91 eV


No. 2
Computed, not measured: C22H21NO4S in the gas phase in a non-equilibrium geometry, with the ωB97M-V functional and the def2-TZVPD basis.

CARTESIAN COORDINATES (ANGSTROEM)
O: -3.994293 -3.162660 -1.649038
C: -3.833521 -1.969512 -1.681410
O: -3.847913 -1.273739 -2.825690
C: -3.587111 -1.124208 -0.486929
C: -3.497316 -1.742977 0.759848
C: -3.266411 -0.992704 1.898776
C: -3.100672 0.380745 1.795938
C: -3.176506 0.984493 0.554238
S: -2.849922 2.749912 0.406498
O: -2.630301 3.273273 1.719664
O: -3.852520 3.326559 -0.435006
N: -1.421518 2.869601 -0.427599
C: -0.206322 2.396174 0.190392
C: 0.010265 0.889865 0.028553
C: 1.344167 0.428670 0.628731
C: 1.452600 -1.076012 0.760918
C: 2.507928 -1.588898 1.509675
C: 2.679069 -2.951691 1.659009
C: 1.792282 -3.831547 1.060548
C: 0.742147 -3.334080 0.311319
C: 0.575138 -1.967102 0.158436
C: 2.500932 0.944268 -0.198585
C: 2.783950 0.375281 -1.434296
C: 3.829773 0.849969 -2.204329
C: 4.607870 1.900950 -1.748425
C: 4.335109 2.471810 -0.517748
C: 3.287964 1.995040 0.251964
C: -3.433149 0.256411 -0.588338
H: -4.027154 -1.867443 -3.571890
H: -3.614182 -2.814951 0.810328
H: -3.206702 -1.474931 2.862060
H: -2.904583 1.000928 2.656575
H: -1.523950 2.658221 -1.406707
H: 0.637013 2.944494 -0.241322
H: -0.296001 2.663660 1.244994
H: -0.798987 0.359395 0.530443
H: -0.018038 0.643930 -1.036329
H: 1.422732 0.856525 1.635320
H: 3.202732 -0.905047 1.976430
H: 3.504573 -3.329011 2.244412
H: 1.920731 -4.897248 1.177058
H: 0.044963 -4.010228 -0.161713
H: -0.252372 -1.611710 -0.436830
H: 2.186367 -0.452675 -1.788300
H: 4.040900 0.396858 -3.161887
H: 5.425507 2.270871 -2.348952
H: 4.939437 3.289943 -0.154376
H: 3.081000 2.443806 1.213395
H: -3.515686 0.756738 -1.539839

Force components x, y, z for each atom (eV/Å):
O 0.008 0.032 0.076
C -0.066 -0.526 -0.104
O 0.010 0.466 -0.325
C 0.086 0.333 0.164
C -0.017 0.002 -0.167
C 0.006 0.033 -0.067
C -0.017 0.085 0.054
C 0.003 0.652 0.170
S 0.169 0.055 -0.467
O 0.197 -0.295 0.111
O 0.025 -0.259 -0.213
N -0.936 0.193 0.320
C 0.411 -0.374 0.212
C 0.175 0.157 0.318
C -0.188 0.009 -0.238
C -0.046 -0.043 0.166
C -0.046 -0.051 0.005
C 0.082 0.033 0.064
C -0.052 -0.099 -0.040
C -0.002 -0.150 -0.026
C -0.006 0.127 0.016
C 0.065 0.138 0.144
C -0.004 0.048 -0.028
C -0.039 -0.043 -0.080
C 0.095 0.079 -0.006
C 0.109 0.086 -0.045
C -0.052 -0.054 -0.007
C -0.086 -0.250 -0.098
H 0.025 -0.105 0.299
H -0.014 -0.079 0.008
H 0.010 -0.036 0.079
H 0.024 0.001 0.148
H -0.171 0.023 -0.218
H -0.108 0.019 0.117
H 0.276 -0.001 0.010
H 0.055 -0.046 -0.119
H -0.066 -0.094 -0.042
H 0.026 -0.014 -0.048
H 0.091 0.082 0.049
H 0.067 -0.030 0.054
H 0.008 -0.089 0.009
H -0.056 -0.067 -0.042
H -0.099 0.089 -0.042
H -0.049 -0.114 -0.036
H 0.017 -0.040 -0.076
H 0.069 0.029 -0.045
H 0.054 0.067 0.027
H -0.035 0.034 0.114
H -0.012 -0.011 -0.156

Values from the calculation:
SMILES string ... O=C(O)c1cccc(S(=O)(=O)NCCC(c2ccccc2)c2ccccc2)c1
HOMO-LUMO gap ... 0.329 Ha
Electronic energy ... -43670.8445 eV
Energy above the lowest of the compared OMol25 structures with the same formula, charge and spin ... 0.0015 eV
Molecular weight ... 395.48 g mol⁻¹
LUMO energy ... -0.10 eV


No. 3
Computed, not measured: 4 unconnected molecules or ions with the total composition C22H22BF24NO7S in a non-equilibrium geometry, with the ωB97M-V functional and the def2-TZVPD basis.

CARTESIAN COORDINATES (ANGSTROEM)
C: -1.820458 8.738122 -7.973130
C: -1.643973 7.116177 -7.910869
B: -2.809201 6.582037 -6.897642
O: -4.189438 6.852158 -7.271033
O: -2.534959 5.864291 -5.668112
S: -1.323668 6.611940 -4.755866
O: -1.935015 6.714641 -3.366007
O: 0.004687 5.583946 -4.546312
C: -0.231525 4.270093 -5.130549
C: 0.559965 3.918661 -6.428423
C: 0.200218 2.469309 -6.935388
C: -0.826952 1.698766 -6.085739
N: -1.493554 2.049098 -4.885077
C: -1.206687 3.344610 -4.383666
H: -2.750681 9.039894 -7.356587
H: -0.908381 9.193948 -7.457431
H: -1.974584 9.082258 -9.047783
H: -1.798149 6.605239 -8.922716
H: -0.617754 6.791663 -7.520855
H: -4.714814 6.075950 -6.949559
H: 1.297211 4.608525 -6.946972
H: 0.684537 2.030554 -7.883685
H: -1.098645 0.655618 -6.500416
H: -1.722926 3.731501 -3.430977
C: 1.351871 -1.198879 -3.888950
C: 2.221735 -1.671497 -2.704337
C: 3.153237 -0.619727 -2.100402
F: 4.051031 -0.146326 -2.982254
F: 3.871295 -1.159315 -1.080064
F: 2.905124 -2.779180 -3.072897
F: 1.360950 -2.074796 -1.717395
O: 1.822671 -1.501768 -5.211018
C: 2.764695 -0.617136 -5.782784
C: 4.132813 -1.270636 -6.014308
F: 4.656090 -1.761293 -4.871317
F: 5.021924 -0.368228 -6.496292
F: 2.833502 0.503651 -5.040804
F: 2.242852 -0.240853 -6.974123
H: 0.413518 -1.755559 -3.812489
H: 1.057399 -0.150249 -3.794668
H: 2.587508 0.224418 -1.694333
H: 4.054373 -2.094172 -6.728037
C: -2.026341 -2.307048 2.283906
C: -1.379497 -3.300766 3.272872
C: -0.725969 -2.684093 4.510062
F: 0.277499 -1.842109 4.206492
F: -0.181274 -3.655405 5.291591
F: -0.508019 -4.087118 2.599123
F: -2.375095 -4.132050 3.705122
O: -1.253089 -1.925266 1.136576
C: -0.321026 -0.875398 1.301462
C: 1.130616 -1.337340 1.127074
F: 1.451796 -2.326180 1.989627
F: 1.994521 -0.317188 1.363188
F: -0.541908 -0.258948 2.478614
F: -0.615326 0.036557 0.343979
H: -2.887454 -2.828190 1.856189
H: -2.454766 -1.438282 2.790218
H: -1.458017 -2.145448 5.118982
H: 1.301583 -1.707543 0.113104
C: -0.398845 -4.513754 8.731468
C: -0.458056 -2.984937 8.939768
C: 0.697628 -2.378107 9.736274
F: 0.785490 -2.865026 10.987141
F: 0.527276 -1.035360 9.863322
F: -1.654863 -2.658509 9.482077
F: -0.444510 -2.416892 7.696928
O: -1.172949 -5.328786 9.624839
C: -0.593660 -5.657713 10.871343
C: -1.349980 -5.046157 12.057275
F: -1.424041 -3.701366 11.967940
F: -0.722108 -5.326794 13.225262
F: 0.714315 -5.337837 10.858033
F: -0.644672 -7.007321 10.960074
H: -0.848996 -4.700130 7.752312
H: 0.626614 -4.879519 8.636233
H: 1.654710 -2.541959 9.232433
H: -2.369429 -5.435469 12.110368

Force components x, y, z for each atom (eV/Å):
C -0.126 -0.594 0.484
C -0.433 -0.039 0.694
B -0.940 0.285 -1.147
O 2.375 -2.247 1.178
O 0.753 0.871 -0.402
S -1.845 1.193 3.936
O 1.690 -0.633 -3.993
O -1.854 -2.090 -1.696
C 0.663 -1.841 -1.019
C -3.565 -3.616 2.279
C -1.175 2.540 3.290
C 1.048 0.777 -0.769
N 2.671 2.941 -1.851
C 1.879 -0.168 -2.878
H 1.486 -0.338 -1.131
H -1.305 -0.352 -1.038
H 0.434 -0.277 1.576
H 0.163 0.851 1.311
H -1.288 0.651 -0.678
H 0.241 1.204 -0.091
H -1.180 -0.945 0.951
H -1.006 0.699 1.832
H 0.438 1.834 0.899
H 0.931 -0.767 -1.705
C -0.817 -0.073 -0.310
C 0.133 -0.571 -1.013
C 0.465 0.342 0.848
F -0.127 -0.123 -0.052
F -0.332 -0.243 -0.058
F 0.074 0.271 0.164
F 0.031 0.297 -0.327
O 1.323 0.639 0.326
C -1.796 0.079 0.720
C 0.690 -0.443 -0.172
F -0.305 0.063 -0.092
F -0.406 0.170 -0.034
F 0.429 -0.014 -0.374
F 0.438 -0.277 -0.108
H 0.249 -0.117 0.005
H 0.306 -0.043 0.056
H -0.173 -0.070 -0.075
H -0.230 0.086 -0.034
C -0.642 0.099 -0.531
C 0.189 -0.207 -0.946
C 0.185 -0.047 0.909
F -0.075 -0.079 -0.092
F -0.217 -0.271 -0.310
F 0.060 0.155 0.250
F 0.015 0.374 0.296
O 1.092 0.427 0.913
C -1.738 -0.278 0.181
C 0.726 -0.436 -0.290
F -0.275 0.099 -0.049
F -0.386 0.257 -0.023
F 0.427 0.173 -0.206
F 0.467 -0.216 -0.073
H 0.269 -0.124 0.013
H 0.318 -0.071 0.113
H -0.124 -0.040 -0.132
H -0.274 0.196 0.436
C -0.211 -0.597 -0.597
C -0.805 -0.525 0.147
C 0.534 0.828 0.105
F -0.110 -0.055 -0.086
F -0.205 -0.121 -0.277
F 0.260 0.082 0.112
F 0.411 0.037 0.214
O 0.684 0.664 1.189
C 0.327 -0.322 -1.836
C -0.481 0.281 0.590
F 0.034 -0.215 -0.211
F 0.159 -0.248 -0.310
F -0.158 -0.110 0.505
F -0.291 0.281 0.358
H -0.109 0.163 0.193
H -0.041 0.217 0.253
H -0.106 -0.126 -0.137
H 0.081 -0.158 -0.176

Values from the calculation:
HOMO-LUMO gap ... 0.336 Ha
Electronic energy ... -115721.4456 eV
Energy above the lowest of the compared OMol25 structures with the same formula, charge and spin ... 0.0000 eV
Molecular weight ... 911.25 g mol⁻¹
LUMO energy ... -0.35 eV


No. 4
Computed, not measured: a molecular structure, C22H22BrCoO2S2SbSe4, with the ωB97M-V functional and the def2-TZVPD basis.

CARTESIAN COORDINATES (ANGSTROEM)
Co: -1.625328 0.781822 -0.096004
O: 1.413112 0.325539 0.664937
S: 0.110014 0.884537 1.127086
C: -0.218099 0.103479 2.731097
C: -0.828718 -1.280388 2.590542
C: 0.093780 -2.344179 1.978275
C: -0.719957 -3.407294 1.246057
S: -1.156738 -2.813995 -0.444374
O: -1.007830 -1.327450 -0.385848
C: 0.393919 -3.348908 -1.190724
C: 1.466258 -2.482108 -1.302590
C: 2.641140 -2.942742 -1.886805
C: 2.726864 -4.245305 -2.354497
C: 1.634683 -5.100779 -2.248955
C: 0.458559 -4.650425 -1.672696
C: 0.492308 2.535147 1.717514
C: 1.823241 2.855001 1.938488
C: 2.144494 4.125609 2.389650
C: 1.140950 5.062414 2.604930
C: -0.184700 4.732610 2.359795
C: -0.518396 3.463016 1.906476
H: -0.919061 0.774071 3.230833
H: 0.743880 0.106430 3.253620
H: -1.750368 -1.190137 2.012379
H: -1.144288 -1.608895 3.585917
H: 0.688383 -2.825172 2.761588
H: 0.809585 -1.878962 1.299827
H: -1.675970 -3.587608 1.737109
H: -0.180580 -4.344621 1.112479
H: 1.367792 -1.466967 -0.932025
H: 3.486042 -2.272118 -1.981729
H: 3.640829 -4.596077 -2.818336
H: 1.700027 -6.110754 -2.634454
H: -0.414786 -5.289262 -1.601480
H: 2.582781 2.113321 1.728509
H: 3.180975 4.389016 2.562217
H: 1.393762 6.057855 2.949524
H: -0.966238 5.466911 2.506919
H: -1.547675 3.185273 1.696827
Se: -5.488631 -2.914643 -2.451799
Sb: -5.527501 -1.807786 -0.293370
Se: -3.499144 1.177283 1.420092
Se: -3.849616 0.737625 -0.865571
Se: -4.332603 -3.216388 1.314775
Br: 1.556701 4.160698 -4.935710
C: 0.642131 3.136249 -3.595485
C: -0.484026 3.660343 -2.989907
C: -1.130936 2.904374 -2.019048
C: -0.690882 1.635020 -1.608901
C: 0.450329 1.163396 -2.268722
C: 1.118423 1.885717 -3.253122
H: -0.859595 4.635872 -3.272420
H: -2.027314 3.324727 -1.571258
H: 0.851444 0.190675 -2.012712
H: 1.996585 1.478944 -3.738902

Force components x, y, z for each atom (eV/Å):
Co -0.336 0.291 -0.057
O -0.163 0.122 0.091
S 0.454 -0.256 0.040
C 0.033 0.101 0.031
C 0.011 -0.095 0.045
C -0.009 -0.007 -0.037
C 0.071 0.143 -0.023
S 0.051 0.122 0.209
O 0.029 -0.053 -0.112
C -0.156 -0.178 -0.028
C 0.000 0.035 0.022
C -0.052 0.066 0.021
C -0.007 -0.058 -0.022
C 0.058 -0.006 -0.040
C 0.055 0.065 0.012
C 0.035 -0.036 -0.038
C -0.049 -0.012 -0.032
C 0.004 0.068 0.029
C 0.021 -0.006 -0.004
C -0.017 -0.046 -0.020
C -0.036 0.062 0.053
H 0.000 -0.001 0.028
H 0.001 0.013 0.002
H -0.019 -0.006 -0.004
H -0.032 0.030 -0.009
H -0.033 -0.029 0.011
H -0.009 -0.011 -0.018
H -0.066 -0.069 -0.053
H -0.030 -0.043 0.000
H 0.031 -0.051 0.036
H 0.016 -0.001 0.004
H 0.013 0.002 0.002
H -0.014 -0.012 0.002
H 0.015 -0.028 -0.017
H -0.014 -0.026 -0.002
H 0.000 0.011 0.000
H 0.015 0.006 0.003
H -0.007 0.013 0.007
H -0.010 -0.001 -0.010
Se 0.027 -0.021 -0.074
Sb 0.008 0.027 -0.016
Se 0.196 -0.070 -0.223
Se -0.029 0.009 0.118
Se 0.099 0.031 0.030
Br 0.002 0.003 -0.003
C 0.015 -0.001 -0.017
C 0.003 0.014 -0.019
C -0.059 -0.006 0.092
C -0.071 -0.040 -0.012
C 0.001 -0.089 -0.016
C -0.027 0.019 0.004
H 0.016 0.007 -0.015
H 0.006 -0.026 0.018
H -0.048 0.015 0.018
H 0.007 0.008 -0.009

Values from the calculation:
⟨S²⟩ ... 0.81
Spin multiplicity ... 2
HOMO-LUMO gap (alpha / beta) ... 0.176 / 0.176 Ha
Electronic energy ... -424530.7682 eV
Energy above the lowest of the compared OMol25 structures with the same formula, charge and spin ... 0.0000 eV
Molecular weight ... 958.99 g mol⁻¹
LUMO energy (alpha / beta) ... 3.91 / 3.91 eV
Charge ... -2


Q: Among the records above, which one has the lowest electronic energy?
A: C22H22BrCoO2S2SbSe4